[1]
17
Properties=species:S:1:pos:R:3 method="wB97M-V/def2-TZVPD" total_charge=0
C -0.400 -1.697 0.803
S -0.120 -0.163 1.694
S -1.471 1.154 0.789
H -1.341 -1.661 0.140
H 0.411 -2.015 0.018
H -0.661 -2.548 1.458
H -0.521 2.136 1.006
C 0.547 -0.858 -2.530
N 1.351 -0.437 -1.404
C 1.587 1.012 -1.302
H 0.475 -1.976 -2.517
H 0.841 -0.365 -3.610
H -0.582 -0.574 -2.648
H 2.227 -0.919 -1.458
H 1.338 1.676 -2.181
H 0.800 1.402 -0.602
H 2.616 1.292 -1.340

[2]
17
Properties=species:S:1:pos:R:3 method="wB97M-V/def2-TZVPD" total_charge=0
S 0.515 2.699 -0.617
S -1.412 1.898 -0.407
H 0.806 1.949 -1.687
H -1.626 2.565 0.733
C 0.386 -1.456 -0.615
N 0.338 -2.034 0.709
C -0.568 -3.150 0.803
C 1.656 -2.370 1.192
H -0.623 -1.304 -0.987
H 0.929 -2.091 -1.337
H 0.899 -0.494 -0.575
H -0.742 -3.412 1.850
H -1.535 -2.887 0.375
H -0.199 -4.054 0.288
H 1.600 -2.735 2.219
H 2.298 -1.491 1.169
H 2.139 -3.150 0.591

Number 1: F_max 0.069 Eh/bohr, Kohn-Sham gap 8.679 eV, energy -26447.73131 eV. Number 2: F_max 0.006 Eh/bohr, Kohn-Sham gap 8.614 eV, energy -26449.08730 eV.